C17H27Br3F10P | ωB97M-V with the def2-TZVPD basis set

Properties
- lowest unoccupied orbital energy (eV) = 1.71
- net charge = -1
- orbital gap (eV) = 6.164

Positions of all 58 atoms, in Å:
C  1.43  -0.79  3.51
C  1.02  -1.35  2.41
C  0.11  -0.70  1.38
P  0.89  0.83  0.46
C  0.22  0.44  -1.28
C  0.99  0.86  -2.54
C  0.26  0.26  -3.77
C  2.43  -0.28  0.04
C  2.28  -1.75  -0.45
C  3.25  -2.67  0.36
C  2.76  -1.94  -1.92
C  1.78  2.48  -0.05
C  3.30  2.48  0.06
F  1.52  3.49  0.96
C  -0.80  1.84  0.81
F  -0.67  2.29  2.09
F  -0.91  2.95  0.05
C  -2.24  1.24  0.86
F  -2.61  0.88  2.09
F  -3.12  2.33  0.72
C  -2.90  0.26  -0.13
F  -2.24  -0.83  -0.49
F  -4.00  -0.23  0.48
C  -3.51  0.90  -1.45
F  -3.53  -0.03  -2.38
F  -2.87  1.95  -1.90
F  -4.76  1.24  -1.26
H  1.50  0.28  3.64
H  1.76  -1.38  4.35
H  1.25  -2.39  2.27
H  -0.36  -1.45  0.74
H  -0.65  -0.41  2.10
H  1.41  1.17  1.77
H  -0.06  -0.60  -1.42
H  -0.73  0.95  -1.48
H  0.96  1.93  -2.74
H  2.03  0.55  -2.64
H  0.65  0.66  -4.70
H  0.21  -0.82  -3.73
H  -0.77  0.62  -3.69
H  3.10  -0.20  0.89
H  3.02  0.13  -0.77
H  1.29  -2.20  -0.47
H  3.89  -2.11  1.03
H  2.69  -3.40  0.96
H  3.90  -3.26  -0.28
H  2.93  -3.00  -2.11
H  1.98  -1.66  -2.62
H  3.65  -1.35  -2.11
H  1.45  2.97  -0.96
H  3.64  1.93  0.94
H  3.67  3.49  0.17
H  3.77  2.12  -0.85
C  -6.77  -1.71  2.52
Br  -8.37  -2.40  1.69
Br  -7.14  -0.14  3.59
Br  -5.86  -3.07  3.55
H  -6.10  -1.40  1.73

Need the Mulliken charges? In units of e they are:
1. C -1.007
2. C -0.483
3. C -0.813
4. P 1.827
5. C -1.304
6. C -0.627
7. C -1.618
8. C -2.429
9. C 1.421
10. C -1.460
11. C -1.822
12. C 0.573
13. C -1.689
14. F -0.419
15. C -0.064
16. F -0.381
17. F -0.375
18. C 0.808
19. F -0.311
20. F -0.382
21. C 0.465
22. F -0.268
23. F -0.358
24. C 0.754
25. F -0.280
26. F -0.203
27. F -0.287
28. H 0.282
29. H 0.304
30. H 0.302
31. H 0.424
32. H 0.751
33. H -0.001
34. H 0.361
35. H 0.454
36. H 0.385
37. H 0.343
38. H 0.422
39. H 0.337
40. H 0.322
41. H 0.616
42. H 0.716
43. H 0.199
44. H 0.295
45. H 0.303
46. H 0.411
47. H 0.606
48. H 0.121
49. H 0.332
50. H 0.394
51. H 0.221
52. H 0.512
53. H 0.289
54. C 0.339
55. Br -0.031
56. Br -0.010
57. Br -0.014
58. H -0.256

=====

C17H27CeN2O2P | ωB97M-V with the def2-TZVPD basis set

Properties
- lowest unoccupied orbital energy (alpha / beta) (eV) = -8.57 / -8.56
- net charge = +2
- orbital gap (alpha / beta) (eV) = 6.470 / 6.482

Positions of all 50 atoms, in Å:
C  2.65  -2.76  0.25
C  2.23  -2.04  -0.86
C  1.09  -1.23  -0.83
C  0.34  -1.34  0.40
C  0.85  -1.90  1.59
C  2.00  -2.68  1.48
C  0.92  -0.26  -2.07
C  -0.47  0.12  -2.69
N  -1.67  -0.60  -2.06
Ce  -0.50  0.62  -0.32
C  0.15  -1.59  2.93
P  -1.37  -0.64  2.41
H  2.74  -2.06  -1.83
H  2.35  -3.24  2.34
H  3.51  -3.41  0.14
H  0.73  -0.96  3.64
H  -0.17  -2.49  3.49
H  1.61  0.62  -1.92
H  1.44  -0.81  -2.89
H  -0.69  1.28  -2.46
C  -2.07  -0.22  4.03
C  -2.44  -2.04  1.87
H  -0.33  0.28  -3.79
C  -1.51  -2.12  -1.84
C  -2.86  -0.46  -3.05
H  -1.54  2.43  1.40
H  -2.21  -2.60  -2.53
H  -0.48  -2.55  -2.03
H  -1.78  -2.39  -0.81
H  -3.11  -1.42  -3.54
H  -3.74  -0.10  -2.56
H  -2.66  0.27  -3.85
H  -2.60  -2.74  2.71
H  -3.40  -1.63  1.54
H  -1.99  -2.58  1.03
H  -2.10  -1.10  4.68
H  -1.45  0.56  4.47
H  -3.08  0.18  3.89
H  -1.96  2.17  0.67
O  2.92  1.80  1.28
C  2.54  2.59  0.43
C  2.97  4.04  0.21
C  1.96  4.62  -0.78
C  0.99  3.47  -1.06
O  -0.11  3.52  -1.63
N  1.46  2.33  -0.43
H  2.94  4.57  1.17
H  4.00  4.09  -0.16
H  1.44  5.48  -0.36
H  2.45  4.93  -1.71

Need the Mulliken charges? In units of e they are:
1. C -0.886
2. C -0.809
3. C -0.103
4. C 1.220
5. C 0.133
6. C -0.743
7. C -1.204
8. C -0.602
9. N 0.071
10. Ce 0.378
11. C -1.069
12. P 0.610
13. H 0.471
14. H 0.541
15. H 0.475
16. H 0.476
17. H 0.562
18. H 0.560
19. H 0.685
20. H 0.499
21. C -1.086
22. C -1.135
23. H 0.517
24. C -0.772
25. C -0.954
26. H 0.340
27. H 0.471
28. H 0.335
29. H 0.070
30. H 0.338
31. H 0.375
32. H 0.409
33. H 0.464
34. H 0.375
35. H 0.323
36. H 0.408
37. H 0.396
38. H 0.408
39. H -0.073
40. O -0.603
41. C 0.141
42. C -0.451
43. C -0.501
44. C 0.295
45. O -0.654
46. N 0.095
47. H 0.303
48. H 0.290
49. H 0.328
50. H 0.281

=====

C17H27Cl6N2O5P | ωB97M-V with the def2-TZVPD basis set

Properties
- lowest unoccupied orbital energy (eV) = -0.68
- orbital gap (eV) = 7.785
- ΔE to the lowest compared entry with this formula, charge and spin (kcal per mole) = 0.0

Positions of all 58 atoms, in Å:
C  -1.42  0.52  -1.95
P  -0.64  2.00  -1.27
O  -1.62  2.26  0.00
N  0.79  1.25  -0.44
C  1.89  1.09  -1.18
C  3.04  0.58  -0.63
C  3.04  0.26  0.71
C  4.30  -0.27  1.35
O  4.56  -1.45  1.24
O  5.02  0.59  2.01
C  4.81  2.04  1.56
O  5.38  2.27  0.51
O  4.14  2.67  2.35
C  1.89  0.41  1.49
C  1.90  0.06  2.95
C  0.56  0.11  3.68
C  0.07  1.53  4.06
N  1.04  2.57  3.78
C  0.78  0.91  0.86
H  -1.66  0.76  -2.99
H  -2.37  0.33  -1.44
H  -0.79  -0.37  -1.94
H  -1.31  3.03  0.50
H  1.85  1.39  -2.22
H  3.92  0.45  -1.23
H  2.30  -0.95  3.06
H  2.63  0.72  3.40
H  0.65  -0.49  4.58
H  -0.21  -0.36  3.06
H  -0.24  1.50  5.11
H  -0.84  1.78  3.51
H  0.62  3.44  3.50
H  1.70  2.73  4.52
H  -0.14  1.06  1.41
Cl  -2.66  -2.66  -3.01
C  -4.25  -3.04  -2.30
C  -5.11  -1.83  -2.12
Cl  -4.51  -0.72  -0.85
H  -4.08  -3.55  -1.36
H  -4.74  -3.73  -2.99
H  -6.11  -2.14  -1.82
H  -5.20  -1.25  -3.04
Cl  -8.44  -1.05  -2.54
C  -8.21  0.32  -1.41
C  -8.05  1.63  -2.13
Cl  -6.51  1.73  -3.03
H  -7.35  0.10  -0.79
H  -9.10  0.35  -0.78
H  -8.05  2.44  -1.41
H  -8.86  1.79  -2.84
Cl  5.46  -1.66  -2.32
C  6.35  -2.55  -1.06
C  7.65  -3.11  -1.58
Cl  7.40  -4.43  -2.77
H  5.70  -3.33  -0.68
H  6.55  -1.85  -0.25
H  8.22  -3.54  -0.76
H  8.25  -2.35  -2.06

Need the Mulliken charges? In units of e they are:
1. C -0.231
2. P -0.052
3. O -0.535
4. N 0.158
5. C -0.593
6. C -0.516
7. C 0.037
8. C 0.147
9. O -0.598
10. O -0.326
11. C 0.678
12. O -0.622
13. O -0.584
14. C 0.711
15. C -1.014
16. C -1.142
17. C -0.613
18. N -0.342
19. C -0.213
20. H 0.428
21. H -0.276
22. H 0.348
23. H 0.331
24. H 0.449
25. H 0.592
26. H 0.670
27. H 0.404
28. H 0.488
29. H 0.422
30. H 0.328
31. H 0.299
32. H 0.178
33. H 0.168
34. H 0.821
35. Cl -0.186
36. C -0.534
37. C -0.321
38. Cl -0.234
39. H 0.336
40. H 0.352
41. H 0.235
42. H 0.312
43. Cl -0.195
44. C -0.347
45. C -0.437
46. Cl -0.165
47. H 0.193
48. H 0.362
49. H 0.290
50. H 0.323
51. Cl -0.203
52. C -0.277
53. C -0.488
54. Cl -0.202
55. H 0.312
56. H 0.208
57. H 0.333
58. H 0.336

=====

C17H27Cl8N3O3 | ωB97M-V with the def2-TZVPD basis set

Properties
- lowest unoccupied orbital energy (eV) = 0.12
- SMILES = COCCCC[C@H](C#N)[C@@H](C#N)N(C(C)=O)C(C)=O.ClCCl.ClCCl.ClCCl.ClCCl
- orbital gap (eV) = 10.433

Positions of all 58 atoms, in Å:
C  -1.71  1.11  4.49
O  -0.99  2.33  4.50
C  0.04  2.44  3.55
C  -0.22  3.58  2.59
C  -1.00  3.14  1.36
C  -0.05  2.52  0.32
C  -0.57  1.26  -0.37
C  -1.97  1.48  -0.70
N  -3.09  1.52  -1.00
C  -0.44  -0.01  0.49
C  -1.46  -0.98  0.07
N  -2.21  -1.78  -0.33
N  0.83  -0.71  0.30
C  2.00  0.12  0.48
C  2.81  0.03  1.75
O  2.34  0.87  -0.40
C  0.94  -1.94  1.06
C  0.28  -2.08  2.40
O  1.61  -2.83  0.60
H  -2.75  1.34  4.67
H  -1.66  0.60  3.53
H  -1.38  0.44  5.27
H  0.97  2.60  4.08
H  0.17  1.53  2.97
H  -0.75  4.35  3.14
H  0.73  4.00  2.31
H  -1.46  4.02  0.95
H  -1.79  2.45  1.68
H  0.10  3.26  -0.46
H  0.92  2.39  0.78
H  -0.04  1.12  -1.30
H  -0.69  0.24  1.52
H  2.99  -1.00  2.03
H  2.36  0.58  2.56
H  3.78  0.44  1.51
H  0.36  -3.11  2.70
H  0.76  -1.40  3.09
H  -0.76  -1.79  2.36
Cl  4.96  -1.33  -1.72
C  4.13  -2.89  -1.68
Cl  5.20  -4.19  -1.13
H  3.29  -2.83  -1.00
H  3.78  -3.13  -2.68
Cl  2.22  1.62  -3.42
C  0.84  1.95  -4.46
Cl  -0.49  2.68  -3.55
H  1.15  2.65  -5.24
H  0.49  1.02  -4.90
Cl  1.30  -1.55  -3.64
C  -0.33  -2.12  -3.25
Cl  -0.54  -3.83  -3.64
H  -0.50  -1.99  -2.19
H  -1.04  -1.55  -3.82
Cl  -6.37  -3.21  -3.94
C  -4.65  -3.50  -3.63
Cl  -3.70  -2.02  -3.76
H  -4.55  -3.89  -2.62
H  -4.28  -4.22  -4.35

Need the Mulliken charges? In units of e they are:
1. C -0.381
2. O -0.440
3. C 0.689
4. C -1.307
5. C -0.590
6. C -0.887
7. C 1.086
8. C -0.668
9. N -0.584
10. C 2.395
11. C -0.498
12. N -0.559
13. N 0.987
14. C 0.582
15. C -1.394
16. O -0.381
17. C 0.060
18. C -1.060
19. O -0.542
20. H 0.280
21. H -0.011
22. H 0.269
23. H 0.471
24. H -0.741
25. H 0.499
26. H 0.420
27. H 0.423
28. H 0.460
29. H 0.490
30. H 0.528
31. H 0.153
32. H -1.751
33. H 0.446
34. H 0.077
35. H 0.451
36. H 0.427
37. H 0.246
38. H 0.321
39. Cl -0.162
40. C 0.488
41. Cl -0.187
42. H -0.328
43. H 0.229
44. Cl -0.091
45. C -0.290
46. Cl -0.120
47. H 0.354
48. H 0.193
49. Cl -0.151
50. C 0.498
51. Cl -0.188
52. H -0.425
53. H 0.206
54. Cl -0.165
55. C -0.296
56. Cl -0.099
57. H 0.288
58. H 0.280

=====

M: 692.1; 462.5; 583.1; 605.0 (g/mol)